1.
Density functional theory data (ωB97M-V/def2-TZVPD) for a cluster of 15 separate species, C22H74N2O15 in total at a distorted geometry.

Geometry (Å):
C1 -11.88600 7.31200 21.02200
C2 -11.67500 5.94500 21.57700
O1 -11.24400 5.21700 20.43100
H1 -10.91000 7.60000 20.64800
H2 -11.99200 8.05400 21.77600
H3 -12.65800 7.45100 20.33800
H4 -12.56800 5.51600 22.05500
H5 -10.83700 5.93700 22.33000
H6 -10.73800 4.45400 20.67500
C3 -7.18400 0.58000 17.72900
C4 -6.36300 -0.43600 17.07700
O2 -7.13500 -0.80400 15.97100
H7 -6.70000 0.96900 18.67200
H8 -8.08800 0.19600 18.02500
H9 -7.38100 1.42100 17.08900
H10 -6.19100 -1.25600 17.76900
H11 -5.38900 0.08000 16.83400
H12 -6.47000 -1.30600 15.51000
C5 -6.60100 -0.62100 21.18900
C6 -5.59000 -1.73200 20.80300
O3 -4.77000 -1.90200 21.91500
H13 -7.35400 -0.64100 20.37100
H14 -6.33300 0.39800 20.99100
H15 -7.14900 -0.70700 22.14400
H16 -5.16800 -1.36700 19.81800
H17 -6.10700 -2.65000 20.55800
H18 -4.11600 -2.50300 21.61400
C7 -8.82900 2.91600 13.43200
C8 -9.02000 2.37600 14.87900
O4 -8.45100 3.16100 15.79500
H19 -9.61300 3.56600 13.03200
H20 -9.03800 2.05400 12.86300
H21 -7.89500 3.23100 13.18700
H22 -8.43800 1.45800 15.00900
H23 -10.04400 2.18600 14.99800
H24 -8.73500 2.73700 16.58900
C9 -6.96600 6.45200 19.55200
C10 -8.42200 6.15200 19.58000
O5 -8.60600 5.09600 18.66500
H25 -6.59800 7.08100 20.38000
H26 -6.57700 6.93000 18.68800
H27 -6.43000 5.46900 19.62900
H28 -9.03100 7.01500 19.30900
H29 -8.83400 5.91500 20.57800
H30 -8.26300 4.31300 19.08000
C11 -7.38300 6.78900 23.25100
C12 -8.29000 7.81500 22.83000
O6 -9.38700 7.62200 23.76200
H31 -6.99200 7.05200 24.19700
H32 -6.65500 6.63400 22.47400
H33 -7.89100 5.88000 23.37100
H34 -8.65400 7.90000 21.78900
H35 -7.76400 8.77100 22.98000
H36 -10.00600 8.41900 23.78600
C13 -3.82500 3.91800 22.19300
C14 -3.81800 5.34400 21.52000
O7 -3.64200 5.16100 20.07700
H37 -4.62700 3.40000 21.94300
H38 -3.79700 4.08700 23.32400
H39 -2.97100 3.27400 21.92500
H40 -3.11100 6.03900 21.90800
H41 -4.74200 5.84200 21.74700
H42 -4.25700 5.73200 19.65400
C15 -8.14900 3.18200 21.05800
O8 -7.10700 3.62500 21.81500
N1 -9.39100 3.21600 21.37000
N2 -7.93700 2.77700 19.83700
H43 -9.57800 3.46600 22.37900
H44 -10.06800 2.59200 20.96100
H45 -6.88800 2.66600 19.57800
H46 -8.63200 2.40300 19.24300
C16 -10.00700 0.12700 20.90300
O9 -11.07500 0.94400 21.25200
H47 -9.81400 0.19300 19.84700
H48 -10.18700 -0.92500 21.20300
H49 -9.08300 0.47000 21.36600
H50 -11.69500 0.70500 20.59000
C17 -5.06100 1.30600 23.45600
O10 -3.99400 0.38300 23.25200
H51 -5.67000 1.69700 22.57300
H52 -4.69000 2.22300 23.95400
H53 -5.79200 0.94700 24.21200
H54 -4.28700 -0.43000 22.76800
C18 -11.32200 3.35000 23.86200
O11 -10.00900 3.75700 23.93800
H55 -11.79000 3.43500 22.83100
H56 -11.82700 4.13300 24.53000
H57 -11.31400 2.31300 24.22100
H58 -9.91300 3.73800 24.89200
C19 -11.05500 2.86500 18.18400
O12 -9.91200 1.99800 18.07500
H59 -11.34500 3.01000 19.24900
H60 -11.84600 2.77900 17.34000
H61 -10.71800 3.85100 17.99600
H62 -10.20800 1.08900 17.80800
C20 -4.84000 3.35300 17.98800
O13 -5.28300 2.98100 19.31900
H63 -5.61700 3.12000 17.24600
H64 -3.90800 2.84600 17.66700
H65 -4.71100 4.35500 17.93300
H66 -4.88500 3.66500 19.83400
C21 -8.64300 1.01800 24.16300
O14 -9.31700 0.04900 24.92600
H67 -9.42700 1.44000 23.52400
H68 -7.74800 0.67200 23.68600
H69 -8.43000 1.88100 24.74200
H70 -9.50600 0.40800 25.76400
C22 -6.71200 4.18700 24.89500
O15 -6.20600 5.03000 25.83600
H71 -6.35000 4.44700 23.86400
H72 -7.76500 4.06500 24.91800
H73 -6.38300 3.14300 25.04300
H74 -5.24200 4.87600 25.85800

ΔE to the lowest compared entry with this formula, charge and spin: 0.660 eV
Orbital gap: 0.33906 Eh
Molecular weight: 606.83 g/mol
Highest occupied orbital energy: -9.1 eV
Calculated total energy: -57697.9390 eV

---

2.
Density functional theory data (ωB97M-V/def2-TZVPD) for a structure of composition C22H84N40NiO22 at a distorted geometry.

Geometry (Å):
Ni1 -0.54543 -1.99451 -1.84226
O1 0.55826 -1.82068 0.04842
C1 0.37475 -0.48540 0.42202
C2 0.15825 0.55914 -0.78380
O2 -0.56197 0.13410 -1.95910
H1 1.08055 -0.19913 1.20176
H2 -0.53170 -0.46341 1.02696
H3 1.10616 1.09411 -0.84199
H4 -0.49832 1.32130 -0.36413
C3 -1.03996 -4.00908 6.62648
O3 -0.92106 -4.88648 7.46596
N1 -1.31073 -4.29928 5.37886
N2 -1.12299 -2.77703 6.98964
H5 -1.52901 -3.59450 4.68912
H6 -1.24653 -5.23793 5.01155
H7 -1.02913 -2.67813 7.99040
H8 -1.21393 -2.13671 6.21386
C4 -6.08415 1.02311 -4.58684
O4 -5.49153 2.13695 -4.48872
N3 -6.84722 0.64049 -5.57179
N4 -5.90571 0.09560 -3.66005
H9 -7.18957 -0.30670 -5.64743
H10 -6.84181 1.31492 -6.32361
H11 -5.25098 0.18620 -2.89636
H12 -6.34656 -0.79470 -3.84201
C5 2.02693 7.50842 -1.10017
O5 1.32767 8.44179 -1.42357
N5 1.65550 6.23769 -0.89756
N6 3.28540 7.49698 -0.84159
H13 0.70229 6.22898 -0.56377
H14 2.27208 5.72683 -0.28197
H15 3.62432 6.60888 -0.50027
H16 3.76043 8.38771 -0.80901
C6 -3.32225 -2.17411 -0.16388
O6 -2.52752 -2.25052 -1.08580
N7 -3.54695 -1.06206 0.52632
N8 -3.93015 -3.20600 0.34493
H17 -3.08402 -0.31103 0.03464
H18 -4.26732 -0.92904 1.22163
H19 -4.29181 -3.03266 1.27189
H20 -3.91987 -4.12315 -0.07796
C7 -0.12069 -5.06991 2.25303
O7 -0.05977 -5.96699 3.10050
N9 0.76127 -4.12822 2.09074
N10 -1.03814 -4.89409 1.27652
H21 0.70807 -3.39290 1.40039
H22 1.61023 -4.22584 2.62911
H23 -1.61280 -5.60624 0.84907
H24 -0.86146 -4.08640 0.69642
C8 -3.77925 2.12276 -1.11322
O8 -3.15756 2.03490 -0.07570
N11 -5.05620 2.28474 -1.24405
N12 -3.15506 1.97930 -2.28602
H25 -5.41102 2.83134 -0.47241
H26 -5.43498 2.34335 -2.17850
H27 -2.16591 1.77523 -2.27979
H28 -3.75948 1.94424 -3.09444
C9 -4.28601 -1.63535 4.30073
O9 -3.51880 -2.17354 5.02873
N13 -4.38382 -0.36734 3.93976
N14 -5.37861 -2.20588 3.91322
H29 -3.62456 0.28842 4.05640
H30 -5.16863 -0.16627 3.33664
H31 -5.41617 -3.20282 4.07074
H32 -6.11369 -1.71136 3.42825
C10 -0.29816 -5.20259 -1.85234
O10 -0.27201 -4.00346 -1.51347
N15 0.52926 -6.05709 -1.38493
N16 -1.08063 -5.68622 -2.71801
H33 0.59130 -6.96024 -1.83279
H34 1.14213 -5.63311 -0.70322
H35 -1.72875 -5.04601 -3.15410
H36 -1.40571 -6.62965 -2.56192
C11 3.72434 3.48101 0.94247
O11 4.09545 4.64389 0.85398
N17 4.57851 2.53561 0.75003
N18 2.52459 3.10392 1.33345
H37 5.46782 2.93237 0.48207
H38 4.40621 1.66219 1.22706
H39 1.87656 3.83356 1.59380
H40 2.43272 2.13565 1.60567
C12 2.96334 0.23444 3.66549
O12 3.25107 0.72938 2.61538
N19 2.02158 -0.69950 3.87176
N20 3.66275 0.41123 4.72794
H41 1.98673 -1.14781 4.77614
H42 1.38141 -0.92490 3.12378
H43 3.52331 -0.14900 5.55668
H44 4.53285 0.86065 4.48086
C13 -2.81116 2.35665 3.41591
O13 -2.89080 2.53673 4.61342
N21 -1.94396 1.51249 2.94490
N22 -3.51032 2.86992 2.50263
H45 -1.84238 1.41525 1.94474
H46 -1.37372 0.83926 3.43652
H47 -4.29377 3.46135 2.74036
H48 -3.26230 2.50711 1.59326
C14 -1.69972 -1.86621 -4.69808
O14 -1.40683 -2.42732 -3.66625
N23 -2.29260 -2.41335 -5.70485
N24 -1.77550 -0.56484 -4.85483
H49 -2.70902 -1.73331 -6.32472
H50 -2.27229 -3.40739 -5.88254
H51 -1.62875 0.01477 -4.04082
H52 -2.28438 -0.15225 -5.62353
C15 4.20074 -2.54889 -0.13126
O15 5.28532 -2.94567 -0.43687
N25 3.09142 -3.18326 -0.25594
N26 4.08206 -1.39988 0.45109
H53 3.10764 -4.12444 -0.62204
H54 2.20447 -2.76508 -0.01398
H55 4.94700 -0.89091 0.56487
H56 3.19412 -0.99896 0.71740
C16 5.75078 -3.11731 3.83153
O16 6.52105 -3.24591 2.88852
N27 4.59460 -2.52073 3.69763
N28 5.94932 -3.76005 4.98983
H57 3.95300 -2.39664 4.46773
H58 4.44362 -2.18060 2.75869
H59 5.22148 -3.54002 5.65462
H60 6.63675 -4.48846 5.12007
C17 6.59240 0.31923 -1.33284
O17 7.18284 0.60725 -0.34282
N29 6.96259 -0.47901 -2.31248
N30 5.44197 0.78042 -1.67666
H61 7.77843 -1.03278 -2.09375
H62 6.27187 -0.87912 -2.93129
H63 5.16911 0.64253 -2.63928
H64 5.13079 1.67572 -1.32782
C18 -2.37321 2.88372 -6.42113
O18 -1.20385 2.89952 -6.54809
N31 -2.98436 2.40250 -5.37392
N32 -3.26019 3.42337 -7.18060
H65 -3.92661 2.62369 -5.08525
H66 -2.24667 1.98469 -4.82496
H67 -4.22357 3.33475 -6.89051
H68 -3.05704 3.76573 -8.10884
C19 0.47942 1.53763 6.27973
O19 1.27961 0.94132 6.89548
N33 -0.75014 1.73814 6.69215
N34 0.70795 2.06924 5.17988
H69 -1.38213 2.22226 6.07061
H70 -0.92077 1.55072 7.66982
H71 1.61427 2.10646 4.73570
H72 0.00644 2.68549 4.79490
C20 -1.21528 5.03213 -0.38093
O20 -1.36105 6.16940 0.08188
N35 -1.07718 4.72244 -1.63327
N36 -0.79336 4.04865 0.31472
H73 -1.38306 5.28861 -2.41172
H74 -1.28308 3.75678 -1.84588
H75 -0.40115 3.22627 -0.12112
H76 -0.88379 4.07838 1.32022
C21 2.26382 -2.14162 -3.70519
O21 1.63625 -2.43165 -2.68869
N37 3.37615 -2.66272 -3.95475
N38 1.70944 -1.59732 -4.74006
H77 3.91433 -3.07798 -3.20774
H78 3.71075 -2.57728 -4.90388
H79 0.74754 -1.29165 -4.77741
H80 2.37273 -1.27482 -5.43009
C22 1.87579 2.89267 -3.70989
O22 1.87810 3.82178 -4.55028
N39 1.32054 1.72692 -3.93945
N40 2.21712 3.10948 -2.45707
H81 1.20412 1.40292 -4.88896
H82 1.17123 1.13558 -3.13439
H83 2.52762 4.03181 -2.18691
H84 1.98014 2.39977 -1.77865

ΔE to the lowest compared entry with this formula, charge and spin: 0.000 eV
Orbital gap (alpha / beta): 0.25975 / 0.25800 Eh
Molecular weight: 1319.87 g/mol
⟨S²⟩: 2.0032
Highest occupied orbital energy (alpha / beta): -8.4 / -8.3 eV
Calculated total energy: -169880.7622 eV
2S+1: 3

---

3.
Density functional theory data (ωB97M-V/def2-TZVPD) for a structure of composition C23H12BrF4GaN3P at a distorted geometry.

Geometry (Å):
Ga1 2.37929 -3.20695 15.54023
F1 -1.23660 -4.00714 22.27905
C1 -0.63812 -3.47515 21.17047
C2 -0.47595 -2.09004 21.07528
F2 -0.97343 -1.27344 22.06422
C3 0.08712 -1.53060 19.94639
F3 0.08373 -0.17811 19.87185
C4 0.60851 -2.34390 18.91883
P1 1.48843 -1.70206 17.50596
C5 0.33767 -0.48644 16.78969
C6 -1.03161 -0.72601 16.88835
C7 -1.92657 0.21558 16.38875
C8 -1.47779 1.39474 15.81589
C9 -0.11503 1.63171 15.72886
C10 0.79827 0.68887 16.17059
C11 2.88263 -0.78555 18.23162
C12 4.12860 -1.43571 18.32068
C13 5.20819 -0.77215 18.88898
C14 5.07517 0.53257 19.38108
C15 3.81892 1.12928 19.35201
C16 2.71617 0.48439 18.77364
C17 0.46586 -3.73719 19.03968
Br1 1.05813 -5.00825 17.73419
C18 -0.16116 -4.28602 20.15272
F4 -0.24857 -5.63303 20.24317
H1 -1.39628 -1.65310 17.33540
H2 -2.99909 -0.00322 16.48682
H3 -2.20105 2.12832 15.39838
H4 0.26284 2.58645 15.35147
H5 1.87150 0.86884 16.05840
H6 4.23849 -2.44376 17.92364
H7 6.16471 -1.30720 18.96456
H8 5.94645 1.06027 19.78050
H9 3.67085 2.14380 19.72764
H10 1.73140 0.96667 18.75563
C19 2.73058 -4.78027 14.45643
H11 3.81695 -5.14961 14.41519
H12 2.25153 -4.74138 13.45215
N1 3.02271 -1.73467 14.63971
C20 3.35441 -1.06143 13.75924
C21 3.81152 -0.43877 12.67675
C22 2.91040 0.22776 11.84208
N2 2.16132 0.70275 11.11298
C23 5.14105 -0.71540 12.32802
N3 6.22772 -0.94352 12.04980

ΔE to the lowest compared entry with this formula, charge and spin: 0.722 eV
Orbital gap (alpha / beta): 0.18933 / 0.18942 Eh
Molecular weight: 586.96 g/mol
Highest occupied orbital energy (alpha / beta): -6.4 / -6.4 eV
Calculated total energy: -171086.7268 eV

---

4.
Density functional theory data (ωB97M-V/def2-TZVPD) for a structure of composition C23H12Cl6N3O2SZn.

Geometry (Å):
Zn1 -0.76979 0.13422 -0.28060
Cl1 -7.13516 2.46045 -0.11878
C1 -5.53654 1.95130 0.33277
C2 -5.15133 1.94333 1.65456
Cl2 -6.25245 2.44395 2.90125
C3 -3.84842 1.53490 1.99141
Cl3 -3.32860 1.53928 3.65176
C4 -2.93099 1.12302 1.03327
O1 -1.70906 0.75703 1.33420
C5 -3.33218 1.12864 -0.35491
O2 -2.46744 0.77100 -1.26180
C6 -4.62499 1.54762 -0.65747
Cl4 -5.07581 1.58224 -2.33890
Cl5 0.53371 -0.58606 -2.71628
C7 0.90482 -2.24778 -2.32544
C8 1.95293 -2.82297 -3.02067
C9 2.30756 -4.13612 -2.75905
C10 1.60671 -4.83855 -1.79240
C11 0.56858 -4.23042 -1.11039
Cl6 -0.23659 -5.18432 0.10725
C12 0.14630 -2.90699 -1.34220
S1 -1.20012 -2.20459 -0.49962
H1 2.47949 -2.23868 -3.76234
H2 3.12077 -4.60337 -3.29761
H3 1.86091 -5.86244 -1.55523
C13 3.45079 -2.36088 2.91885
C14 2.20786 -2.66401 2.39158
C15 1.50938 -1.70904 1.66130
C16 2.07670 -0.46155 1.46935
C17 3.32366 -0.14088 1.99972
C18 4.00735 -1.09770 2.72497
N1 1.31024 0.47454 0.68758
N2 1.80774 1.60074 0.60094
C19 1.05751 2.53201 -0.19421
C20 1.53008 3.82849 -0.23352
C21 0.81516 4.74484 -0.99361
C22 -0.31581 4.32224 -1.66699
C23 -0.71246 2.99262 -1.56445
N3 -0.02218 2.12017 -0.83651
H4 3.99588 -3.10577 3.48518
H5 1.76791 -3.64185 2.53768
H6 0.53225 -1.92839 1.24608
H7 3.74118 0.84185 1.83834
H8 4.97814 -0.86214 3.14189
H9 2.41813 4.09248 0.32186
H10 1.14035 5.77550 -1.05101
H11 -0.90277 5.00768 -2.26212
H12 -1.59945 2.58436 -2.03568

ΔE to the lowest compared entry with this formula, charge and spin: 0.000 eV
Orbital gap: 0.17380 Eh
Molecular weight: 672.54 g/mol
Highest occupied orbital energy: -3.8 eV
Calculated total energy: -167002.9760 eV
Net charge: -1